ORCA calculation (ωB97M-V/def2-TZVPD) on 11 unconnected molecules or ions with the total composition C38H76O16.

Each line ends with the Mulliken charge.
Atoms and positions in Å:
1 C 13.9910 39.2060 50.5240  -2.0605
2 C 12.3890 39.4640 50.4060  -0.9413
3 O 12.2460 40.5280 49.5030  -0.3732
4 C 11.1150 41.1510 49.3570  0.8042
5 C 10.9850 42.1080 48.1560  -1.1583
6 O 10.1700 40.9920 50.1620  -0.5892
7 H 14.3430 38.7870 49.7010  0.7471
8 H 14.1480 38.4100 51.2540  0.3490
9 H 14.3980 40.0150 50.8870  0.8024
10 H 12.0200 38.5270 50.1530  0.0317
11 H 12.0850 39.5750 51.2920  1.3997
12 H 11.5060 43.1010 48.3810  0.3145
13 H 10.0710 42.5320 47.9030  0.4150
14 H 11.6210 41.6650 47.3390  0.2297
15 C 12.9820 39.6140 55.6410  -1.0733
16 C 13.2540 38.6870 54.3800  -0.3333
17 O 11.9340 38.1090 54.0600  -0.2807
18 C 11.7250 37.1740 53.1980  0.6889
19 C 10.2860 36.6540 53.0670  -0.7811
20 O 12.6000 36.7940 52.4290  -0.5325
21 H 13.9570 40.1100 55.8970  0.3825
22 H 12.9780 39.0370 56.6710  0.2684
23 H 11.9150 40.2360 55.4440  0.2348
24 H 13.7420 39.1990 53.7080  0.3336
25 H 14.1020 37.8740 54.5030  0.3085
26 H 10.0610 36.4500 54.1480  0.3798
27 H 10.1670 35.7110 52.5580  -0.2317
28 H 9.6010 37.2710 52.7170  0.5775
29 C 15.1830 34.8200 48.3230  -0.8186
30 C 16.5910 35.3120 48.2830  -0.4082
31 O 16.7180 36.4370 49.2250  -0.1190
32 C 17.9590 36.6720 49.6090  0.6349
33 C 17.9390 37.9180 50.4600  -0.8830
34 O 18.9530 36.1260 49.2670  -0.5303
35 H 14.7930 35.7010 48.1030  0.1970
36 H 14.7630 34.3470 49.3410  0.1531
37 H 15.0120 34.1200 47.5320  0.4660
38 H 17.0330 34.3080 48.7330  0.2482
39 H 16.9580 35.4590 47.2810  0.3559
40 H 18.1020 37.9050 51.4960  0.3574
41 H 17.0660 38.5020 50.5900  0.1244
42 H 18.7470 38.6970 49.8890  0.2334
43 C 10.0400 33.1520 45.1990  0.0492
44 C 10.7130 31.8550 45.5200  -0.7222
45 O 10.2250 31.1830 46.6550  -0.0532
46 C 10.6300 29.9710 46.9190  0.5885
47 C 9.8680 29.2500 48.0750  -0.0085
48 O 11.5100 29.3850 46.2800  -0.6302
49 H 8.8620 33.1250 44.9150  0.1839
50 H 10.7250 33.8050 44.4360  0.1913
51 H 9.9880 33.5520 46.1850  -0.2564
52 H 10.7590 31.1380 44.5930  0.4506
53 H 11.7890 31.9850 45.4690  0.3163
54 H 10.2020 29.3850 48.9760  -0.5760
55 H 9.8120 28.1100 48.0160  0.3719
56 H 8.8230 29.4650 47.9360  0.2094
57 C 8.7110 28.7880 53.2900  -1.4588
58 C 9.7470 29.4310 52.2470  0.6876
59 O 11.0360 28.9450 52.5570  -0.2954
60 C 12.0660 29.3940 51.9080  0.8405
61 C 13.3120 28.6050 52.3760  -1.3215
62 O 12.0590 30.2970 51.0500  -0.5817
63 H 7.7700 29.1810 52.7260  0.3149
64 H 8.6570 29.1720 54.1540  0.5172
65 H 8.7160 27.7550 53.2700  0.3932
66 H 9.3750 29.1030 51.1350  -0.0654
67 H 9.8470 30.4510 52.4390  -0.1360
68 H 14.1780 29.0680 51.8690  0.3840
69 H 13.2520 27.4920 52.1840  0.2953
70 H 13.7290 28.7600 53.3450  0.3632
71 C 6.9410 39.4950 51.6110  -1.2483
72 C 7.1760 38.0150 51.3120  0.6815
73 C 8.0530 37.7710 50.1320  -0.1399
74 O 6.6320 37.1220 52.1200  -0.5457
75 H 6.6630 39.8720 52.5600  0.4131
76 H 6.1660 39.7770 50.9070  0.3733
77 H 7.7530 40.2800 51.5540  0.1717
78 H 7.6080 38.0850 49.2570  0.6924
79 H 8.1090 36.7250 49.7400  -0.0930
80 H 9.0870 38.1900 50.2580  -0.2373
81 C 7.2650 32.0590 47.6400  -0.4399
82 C 5.9150 32.0710 48.4530  0.4881
83 C 5.4490 30.8580 49.2500  -0.8327
84 O 5.3850 33.2190 48.5840  -0.6066
85 H 7.3530 31.1990 46.9770  0.4287
86 H 8.0060 31.9280 48.4630  -0.1120
87 H 7.3890 32.8540 46.9960  0.3785
88 H 4.7330 31.0410 49.9570  0.3775
89 H 6.3980 30.4430 49.6560  0.0400
90 H 5.0920 30.0230 48.4790  0.3038
91 C 11.4800 33.1700 49.3160  -0.0341
92 C 10.6360 34.3780 49.4860  0.5850
93 C 11.2910 35.6880 49.4540  1.2941
94 O 9.3460 34.2150 49.7170  -0.4739
95 H 12.5060 33.3490 49.4850  0.0464
96 H 11.4990 32.9820 48.2360  -0.1272
97 H 11.1530 32.2500 49.9570  -0.1276
98 H 11.3140 35.9460 48.4010  -0.6452
99 H 12.3340 35.7610 49.9210  0.1713
100 H 10.6590 36.5310 49.8900  -0.8004
101 C 11.2540 31.3520 54.8910  -0.1077
102 C 11.0960 32.7250 54.4350  0.6696
103 C 12.0610 33.1450 53.3210  0.1587
104 O 10.1010 33.5110 54.8240  -0.6168
105 H 11.2360 31.2040 56.0520  0.4295
106 H 12.3330 30.8680 54.4950  0.0667
107 H 10.2840 30.7340 54.6570  -0.2586
108 H 11.7380 33.9420 52.7190  -0.5950
109 H 12.1660 32.3710 52.4920  -0.0091
110 H 13.0350 33.7140 53.6680  0.3222
111 C 10.4470 36.9010 45.0120  -2.6122
112 C 11.6640 37.0180 45.9610  0.9118
113 C 11.7580 38.3390 46.6960  -0.9973
114 O 12.3870 35.8750 46.2620  -0.4881
115 H 10.5690 37.7810 44.5100  0.6556
116 H 9.6460 36.9930 45.4430  0.6282
117 H 10.6280 36.2520 44.4790  0.8285
118 H 12.6260 38.4070 47.3190  0.2075
119 H 10.9390 38.3010 47.4940  0.0745
120 H 11.7110 39.2240 46.2520  0.8368
121 C 8.0590 32.7580 52.4040  0.8610
122 C 6.6820 32.6840 52.6730  0.4219
123 C 5.8570 33.9570 52.9060  -1.7358
124 O 6.0690 31.4320 52.6900  -0.6809
125 H 8.2810 32.4330 51.4630  0.0183
126 H 8.6160 32.4080 53.1640  -0.0974
127 H 8.2300 33.9530 52.3620  -0.3718
128 H 6.0690 34.6920 52.0670  0.2896
129 H 6.0260 34.4060 53.7550  0.6056
130 H 4.9320 33.7540 53.1340  0.6283

Output
DFT total energy: -2696.6828 hartree
LUMO energy: 0.0 eV
energy above the lowest of the compared OMol25 structures with the same formula, charge and spin: 406.82 kcal/mol
max |F|: 15.536 eV/Å
highest occupied orbital energy: -9.0 eV
gap between HOMO and LUMO: 9.053 eV
SMILES: CCOC(C)=O.CCOC(C)=O.CCOC(C)=O.CCOC(C)=O.CCOC(C)=O.CC(C)=O.CC(C)=O.CC(C)=O.CC(C)=O.CC(C)=O.CC(C)=O
net charge: 0